The following is a DFT calculation (ωB97M-V/def2-TZVPD) of a structure of composition C49H54Cl4N9NiO at a distorted geometry.

Last column: Löwdin spin population.
Element x y z (Å)
Ni  0.849  -1.241  2.313  1.797
C  -0.497  1.126  -0.967  0.028
C  -1.012  -0.111  -0.371  0.096
O  -0.215  -0.776  0.563  0.811
H  -0.282  1.954  -0.291  0.000
H  -1.302  1.523  -1.586  0.001
H  0.384  1.020  -1.599  0.002
H  -1.223  -0.674  -1.281  0.004
H  -1.965  0.089  0.119  0.052
N  0.594  -5.687  -3.377  0.000
C  -0.556  -5.036  -3.223  0.000
C  -0.624  -3.665  -2.984  0.000
C  0.553  -2.911  -2.816  0.000
C  1.836  -3.560  -2.882  0.000
C  1.791  -4.913  -3.193  0.000
H  -1.437  -5.630  -3.415  0.000
H  -1.556  -3.160  -2.781  0.000
H  0.363  -1.876  -2.574  0.000
H  2.808  -3.108  -2.749  0.000
H  2.740  -5.408  -3.334  0.000
N  -4.715  -5.381  1.953  0.000
C  -3.517  -4.946  1.430  0.000
C  -3.258  -3.689  0.930  0.000
C  -4.339  -2.803  1.030  0.000
C  -5.585  -3.240  1.548  0.000
C  -5.705  -4.515  2.102  0.000
H  -2.756  -5.710  1.365  0.000
H  -2.290  -3.402  0.546  0.000
H  -4.177  -1.770  0.759  0.000
H  -6.387  -2.560  1.794  0.000
H  -6.525  -4.811  2.739  0.000
N  3.653  -1.009  -5.549  0.000
C  2.312  -0.890  -5.290  0.000
C  1.826  0.110  -4.370  0.000
C  2.744  1.077  -3.901  0.000
C  4.106  0.981  -4.215  0.000
C  4.496  -0.073  -5.075  0.000
H  1.717  -1.547  -5.908  0.000
H  0.787  0.221  -4.098  0.000
H  2.458  1.818  -3.170  0.000
H  4.880  1.612  -3.803  0.000
H  5.524  -0.159  -5.397  0.000
N  0.360  -3.449  2.134  0.035
C  0.140  -4.322  3.178  0.003
C  0.023  -5.730  2.967  0.002
C  0.182  -6.247  1.716  -0.001
C  0.367  -5.361  0.656  0.001
C  0.477  -4.017  0.880  0.000
H  0.124  -3.939  4.187  0.000
H  -0.151  -6.358  3.828  0.000
H  0.094  -7.317  1.600  0.000
H  0.478  -5.639  -0.382  0.000
H  0.566  -3.364  0.024  -0.001
N  1.693  3.895  -1.589  0.000
C  2.277  4.485  -2.685  0.000
C  3.642  4.633  -2.803  0.000
C  4.491  4.088  -1.830  0.000
C  3.905  3.514  -0.716  0.000
C  2.505  3.475  -0.602  0.000
H  1.560  4.839  -3.412  0.000
H  4.060  5.197  -3.623  0.000
H  5.563  4.035  -1.956  0.000
H  4.484  3.173  0.130  0.000
H  2.001  3.088  0.272  0.000
N  -3.809  3.701  1.874  0.000
C  -3.657  2.616  1.086  0.001
C  -4.310  2.485  -0.151  0.001
C  -5.177  3.459  -0.555  0.000
C  -5.342  4.571  0.293  0.000
C  -4.640  4.704  1.477  0.000
H  -2.875  1.944  1.408  0.001
H  -4.262  1.645  -0.828  0.000
H  -5.803  3.384  -1.432  0.000
H  -5.969  5.384  -0.041  0.000
H  -4.825  5.563  2.105  0.000
N  2.794  -1.242  1.084  0.043
C  3.858  -2.048  1.341  0.003
C  5.052  -1.918  0.676  0.003
C  5.191  -1.002  -0.381  -0.002
C  4.127  -0.198  -0.683  0.002
C  2.963  -0.326  0.071  0.005
H  3.784  -2.764  2.146  0.001
H  5.897  -2.491  1.029  0.000
H  6.097  -1.022  -0.969  0.000
H  4.185  0.579  -1.431  0.000
H  2.121  0.306  -0.169  0.002
N  -0.832  -1.110  3.737  0.048
C  -0.916  -0.635  5.065  0.004
C  -2.117  -0.347  5.685  0.002
C  -3.264  -0.316  4.927  -0.002
C  -3.246  -0.929  3.667  0.002
C  -2.013  -1.344  3.162  0.004
H  0.024  -0.499  5.578  0.000
H  -2.085  0.190  6.621  0.000
H  -4.164  0.211  5.208  0.000
H  -4.172  -0.996  3.115  0.000
H  -1.896  -1.765  2.175  0.002
N  1.156  0.791  2.739  0.042
C  2.348  1.447  3.016  0.004
C  2.554  2.771  3.242  0.002
C  1.439  3.555  3.312  -0.002
C  0.192  3.066  3.012  0.002
C  0.107  1.674  2.702  0.001
H  3.271  0.885  3.002  0.000
H  3.540  3.210  3.271  0.000
H  1.662  4.607  3.415  0.000
H  -0.695  3.678  3.082  0.000
H  -0.894  1.280  2.612  0.000
C  -0.705  5.725  -0.341  0.000
Cl  -1.025  6.312  1.316  0.000
Cl  -1.707  6.559  -1.602  0.000
H  0.345  5.918  -0.558  0.000
H  -0.913  4.655  -0.315  0.000
C  -1.173  3.707  -3.848  0.000
Cl  -2.868  4.183  -4.220  0.000
Cl  -1.047  2.060  -4.492  0.000
H  -0.601  4.429  -4.432  0.000
H  -1.044  3.750  -2.767  0.000

F_max, eV/A: 3.32
Highest occupied orbital energy (spin up / spin down), eV: -13.27 / -13.27
⟨S²⟩: 3.7581
Calculated total energy, Ha: -5816.04517
Orbital gap (spin up / spin down), eV: 8.18 / 4.78
Charge: +2
M, g/mol: 985.54
2S+1: 4